Record 1
Molecular formula: C16H30NO4P
Method: DFT, wB97M-V/def2-TZVPD

Computed properties:
SMILES: O=P(O)(O)OCCCCCCCCCCCCn1cccc1
Maximum force (Eh/bohr): 0.014
LUMO energy (eV): 0.30
E_HOMO (eV): -8.29
HOMO-LUMO gap (hartree): 0.31540

Last column: Löwdin charge in e.
Atoms and positions in Å:
O (9.23410, 0.72703, 0.66772)  -0.223
P (8.17509, 0.72026, 1.66808)  0.312
O (8.56422, 1.33222, 3.08417)  -0.083
O (7.63631, -0.75769, 1.99154)  -0.103
O (6.87510, 1.56448, 1.31835)  -0.190
C (6.25734, 1.38170, 0.02589)  -0.206
C (5.33045, 0.17854, -0.04185)  -0.204
C (4.16735, 0.40713, -1.00461)  -0.219
C (3.35195, -0.86878, -1.23149)  -0.216
C (1.95884, -0.63120, -1.83039)  -0.202
C (0.88723, -1.63477, -1.36696)  -0.212
C (-0.19129, -1.03426, -0.45278)  -0.205
C (-1.51633, -1.82213, -0.43321)  -0.201
C (-2.75043, -1.06039, -0.94171)  -0.213
C (-3.99445, -1.28959, -0.08268)  -0.226
C (-5.27050, -0.69449, -0.68247)  -0.178
C (-5.34834, 0.83790, -0.58327)  -0.131
N (-6.27355, 1.29206, 0.44259)  -0.130
C (-7.26064, 2.21553, 0.26326)  -0.114
C (-7.92212, 2.38541, 1.43721)  -0.106
C (-7.30104, 1.53159, 2.38773)  -0.102
C (-6.29509, 0.87777, 1.74313)  -0.113
H (8.26959, 0.79560, 3.82763)  0.086
H (6.72130, -0.77819, 2.29673)  0.078
H (5.68991, 2.29968, -0.14203)  0.126
H (7.04736, 1.33000, -0.72632)  0.124
H (4.93646, -0.04084, 0.95867)  0.116
H (5.88390, -0.71135, -0.36217)  0.123
H (3.51304, 1.19008, -0.60615)  0.116
H (4.57502, 0.75735, -1.95935)  0.124
H (3.93317, -1.54052, -1.87054)  0.117
H (3.24432, -1.37867, -0.26468)  0.109
H (2.03084, -0.68553, -2.92041)  0.110
H (1.64208, 0.38624, -1.58185)  0.100
H (1.38261, -2.45017, -0.82669)  0.108
H (0.39753, -2.10231, -2.22671)  0.105
H (-0.37519, 0.00035, -0.76243)  0.098
H (0.20739, -0.97547, 0.56462)  0.110
H (-1.38033, -2.72113, -1.04393)  0.106
H (-1.71274, -2.17824, 0.58222)  0.105
H (-2.97958, -1.35800, -1.97013)  0.114
H (-2.52117, 0.01074, -0.97090)  0.100
H (-4.13058, -2.36833, 0.04360)  0.116
H (-3.81394, -0.84940, 0.90554)  0.108
H (-6.13961, -1.11209, -0.17192)  0.113
H (-5.31388, -0.98417, -1.73625)  0.108
H (-5.70082, 1.26601, -1.52217)  0.120
H (-4.35996, 1.25697, -0.37175)  0.120
H (-7.43487, 2.69003, -0.69037)  0.114
H (-8.76108, 3.03863, 1.61537)  0.090
H (-7.56110, 1.41138, 3.42770)  0.090
H (-5.60387, 0.14306, 2.12639)  0.112

Record 2
Molecular formula: C16H31BeNP2S
Method: DFT, wB97M-V/def2-TZVPD

Computed properties:
Energy above the lowest of the compared OMol25 structures with the same formula, charge and spin (kcal/mol): 196.9
Maximum force (Eh/bohr): 0.038
LUMO energy (eV): 0.24
E_HOMO (eV): -3.81
HOMO-LUMO gap (hartree): 0.14882

Last column: Löwdin charge in e.
Atoms and positions in Å:
P (1.02200, -1.50352, -1.06126)  0.739
P (1.08011, 1.66891, -0.77695)  0.823
C (1.10530, -0.47725, -2.70032)  -0.383
C (2.01490, 0.71908, -2.38148)  -0.383
H (0.07129, -0.16220, -2.94830)  0.072
H (1.44622, -1.16310, -3.49600)  0.079
H (3.07080, 0.39532, -2.17046)  0.062
H (2.07429, 1.49942, -3.14522)  0.064
C (-0.14909, 2.70485, -1.60773)  -0.286
H (-0.33544, 3.56713, -0.94457)  0.048
H (-1.07064, 2.10397, -1.73187)  0.027
H (0.29770, 3.01631, -2.57355)  0.046
C (2.36739, 2.85248, -0.23501)  -0.310
H (2.40721, 3.69268, -0.94779)  0.043
H (3.28891, 2.26402, -0.31180)  0.017
H (2.24047, 3.16626, 0.82233)  0.021
C (-0.22583, -2.64578, -1.70891)  -0.284
H (-0.26786, -3.51313, -1.04628)  0.041
H (0.09364, -2.97244, -2.70769)  0.043
H (-1.21377, -2.18120, -1.76738)  0.031
C (2.46815, -2.63251, -1.11344)  -0.309
H (3.45159, -2.14084, -0.97318)  0.034
H (2.44638, -3.17419, -2.07109)  0.039
H (2.29781, -3.33998, -0.28299)  0.031
Be (2.12364, 0.01245, -0.33594)  -0.321
C (-2.15180, 1.89175, 1.55226)  -0.124
C (-3.10888, 1.87177, 0.58703)  -0.119
C (-3.49078, 0.72779, -0.31898)  -0.194
C (-4.25934, -0.47342, 0.26651)  -0.199
C (-3.38969, -1.66716, 0.42796)  -0.147
C (-2.39130, -1.73712, 1.32928)  -0.097
C (-1.41163, -0.58437, 1.62163)  -0.204
C (-1.84947, 0.69289, 2.42345)  -0.187
C (3.35049, -1.56472, 2.73627)  -0.340
H (-1.68924, 2.84516, 1.85869)  0.099
H (-3.60323, 2.83460, 0.42973)  0.094
H (-2.57405, 0.34632, -0.79786)  0.095
H (-4.11844, 1.13045, -1.14944)  0.113
H (-4.65061, -0.23978, 1.25036)  0.110
H (-5.13031, -0.77473, -0.33843)  0.108
H (-3.59053, -2.49700, -0.26896)  0.104
H (-1.96544, -2.72023, 1.57560)  0.091
H (-0.91760, -0.22962, 0.69509)  0.047
H (-0.53813, -0.95569, 2.19847)  0.090
H (-2.70999, 0.41364, 3.07510)  0.120
H (-0.99024, 1.01844, 3.05999)  0.103
H (4.31803, -1.24945, 3.12197)  0.034
H (3.46301, -2.50795, 2.17952)  0.044
H (2.61609, -1.65572, 3.53937)  0.035
S (2.82433, -0.22123, 1.63376)  0.807
C (2.90867, 1.25611, 2.49299)  -0.572
N (2.94499, 2.29249, 3.03550)  0.102

Record 3
Molecular formula: C16H31Cl2HgN2O4PS5
Method: DFT, wB97M-V/def2-TZVPD

Computed properties:
Charge: -1
Energy above the lowest of the compared OMol25 structures with the same formula, charge and spin (kcal/mol): 114.7
Maximum force (Eh/bohr): 0.181
LUMO energy (spin up / spin down) (eV): 0.64 / -1.00
Multiplicity: 2
E_HOMO (spin up / spin down) (eV): -3.25 / -3.25
HOMO-LUMO gap (spin up / spin down) (hartree): 0.14288 / 0.08251

Last column: Löwdin spin population.
Atoms and positions in Å:
Hg (1.39894, 2.27798, -2.51157)  0.000
C (6.85419, -0.96145, 3.90119)  0.000
C (6.17805, -2.22359, 3.40647)  0.000
S (6.00155, -3.09870, 4.92897)  0.000
C (5.12955, -4.41900, 4.19609)  0.000
C (3.64903, -4.33418, 3.85261)  0.000
S (3.33649, -3.07509, 2.54813)  0.000
C (3.09641, -1.56652, 3.85734)  0.000
C (3.83578, -0.17410, 3.91775)  0.000
S (5.55139, 0.19787, 4.61121)  0.000
H (7.43487, -0.43888, 3.18106)  0.000
H (7.49437, -1.24727, 4.73272)  0.000
H (6.82560, -2.86314, 2.76223)  0.000
H (5.28683, -1.99579, 2.88631)  0.000
H (5.36675, -5.32423, 4.77921)  0.000
H (5.66488, -4.65267, 3.23010)  0.000
H (2.99440, -4.10956, 4.67661)  0.000
H (3.23309, -5.21133, 3.35475)  0.000
H (3.25295, -2.04026, 4.83357)  0.000
H (2.05111, -1.24675, 3.73053)  0.000
H (3.16639, 0.48119, 4.53076)  0.000
H (3.80702, 0.29090, 2.91877)  0.000
Cl (-1.22476, 8.78226, 0.97227)  0.000
C (-2.55181, 8.46165, -0.02232)  0.000
C (-3.91692, 8.72961, 0.24463)  0.000
C (-4.84703, 8.38744, -0.70452)  0.000
C (-4.44781, 7.88847, -1.93560)  0.000
C (-3.05716, 7.66158, -2.21431)  0.000
Cl (-2.62744, 7.18665, -3.86200)  0.000
C (-2.09154, 7.91669, -1.22131)  0.000
S (-0.34763, 7.59184, -1.41453)  0.000
H (-4.23734, 9.22206, 1.11335)  0.000
H (-5.91097, 8.47068, -0.57317)  0.000
H (-5.19284, 7.70605, -2.72703)  0.000
O (2.39592, -4.29901, -7.97955)  1.035
N (-1.60761, 0.54146, -3.34529)  0.000
C (-2.49236, -0.69934, -3.43014)  0.000
P (-1.41229, -0.00039, -7.16635)  0.000
O (-2.41477, -0.63650, -7.99539)  0.000
O (-1.19832, 1.27691, -6.56485)  0.000
C (-0.83634, -1.58981, -6.20870)  0.000
N (-1.80410, -2.69771, -6.25667)  0.000
H (-1.71939, 1.29565, -2.49176)  0.000
H (-1.58937, 0.97742, -4.32360)  0.000
H (-0.53024, 0.45856, -3.43600)  0.000
H (-2.11072, -1.69338, -2.68307)  0.000
H (-3.39566, -0.37939, -3.52131)  0.000
H (-0.82362, -1.26851, -5.08083)  0.000
H (0.21206, -1.81425, -6.55610)  -0.001
H (2.86690, -3.55416, -7.04188)  -0.034
H (-1.54050, -3.58828, -5.78197)  0.000
H (-1.88148, -2.80950, -7.25714)  0.000
C (-3.65386, -4.37383, 3.48485)  0.000
S (-4.55277, -2.93953, 4.04994)  0.000
C (-4.30539, -2.03382, 2.50565)  0.000
O (-6.00611, -3.17113, 4.32979)  0.000
H (-4.27845, -5.24865, 3.26645)  0.000
H (-2.88010, -4.44182, 4.23538)  0.000
H (-3.07299, -4.13718, 2.58542)  0.000
H (-4.11295, -1.00885, 2.84481)  0.000
H (-5.07121, -2.05579, 1.68999)  0.000
H (-3.34069, -2.37958, 2.14806)  0.000

Record 4
Molecular formula: C16H31CoF3O3P2S
Method: DFT, wB97M-V/def2-TZVPD

Computed properties:
Energy above the lowest of the compared OMol25 structures with the same formula, charge and spin (kcal/mol): 0.0
Maximum force (Eh/bohr): 0.066
LUMO energy (spin up / spin down) (eV): -0.47 / -0.46
Multiplicity: 4
E_HOMO (spin up / spin down) (eV): -5.27 / -4.91
HOMO-LUMO gap (spin up / spin down) (hartree): 0.17638 / 0.16355

Last column: Löwdin spin population.
Atoms and positions in Å:
P (1.60863, 1.15644, -1.99719)  0.000
P (1.52818, -2.20129, 0.01080)  0.034
C (2.85803, -0.01161, -1.28454)  -0.003
C (2.41242, -1.45654, -1.43749)  0.013
H (3.03455, 0.24712, -0.21904)  -0.002
H (3.80025, 0.16776, -1.83569)  0.000
H (1.75536, -1.61094, -2.30804)  0.000
H (3.30396, -2.09383, -1.60042)  0.002
C (2.89907, -3.02734, 0.86916)  0.003
H (2.55007, -3.56458, 1.75766)  0.000
H (3.66297, -2.30335, 1.18201)  0.002
H (3.36776, -3.74474, 0.18432)  0.000
C (0.48005, -3.49791, -0.64723)  0.005
H (1.05782, -4.42697, -0.72455)  0.001
H (0.12089, -3.18634, -1.63929)  0.000
H (-0.38171, -3.64390, 0.02239)  0.001
C (2.57683, 2.61215, -2.33861)  0.000
H (1.94868, 3.30478, -2.91010)  0.000
H (3.44637, 2.31207, -2.93827)  0.000
H (2.90689, 3.08698, -1.40888)  0.000
C (0.96095, 0.60664, -3.56626)  0.000
H (0.50687, -0.39574, -3.52000)  0.000
H (1.79646, 0.58417, -4.29178)  0.000
H (0.21360, 1.34450, -3.90538)  0.000
Co (-3.80624, 0.75216, -0.73135)  1.983
C (0.59816, -1.42046, 1.30305)  0.096
C (1.28438, -0.74549, 2.42916)  0.586
C (1.10737, 0.65821, 2.84797)  0.088
C (0.50277, 1.75271, 1.87129)  0.005
C (1.27816, 1.70085, 0.66365)  0.050
C (0.59420, 1.42111, -0.56407)  0.009
C (-0.37983, 0.15444, -0.61486)  -0.011
C (-0.58836, -0.63424, 0.64398)  0.004
C (-4.71004, 2.06706, -1.82417)  0.014
H (0.04081, -2.23948, 1.81896)  0.018
H (1.86782, -1.39663, 3.10214)  0.026
H (2.17150, 0.97443, 2.97254)  0.026
H (0.60684, 0.79175, 3.83872)  0.020
H (-0.56779, 1.64255, 1.61764)  0.001
H (0.55269, 2.73922, 2.36650)  -0.001
H (2.30833, 2.08500, 0.64287)  0.001
H (-0.04194, 2.31560, -0.77842)  0.002
H (-0.17046, -0.52974, -1.45923)  -0.001
H (-1.37967, 0.56176, -0.90141)  -0.014
H (-0.97422, 0.03658, 1.40482)  0.000
H (-1.43250, -1.33000, 0.47076)  0.000
H (-5.45517, 1.58817, -2.47328)  0.008
H (-3.98346, 2.64572, -2.41134)  0.009
H (-5.21394, 2.72446, -1.10119)  0.006
F (-3.42216, 0.85914, 4.01830)  0.000
C (-4.44224, 0.49545, 3.19939)  -0.001
F (-5.20765, -0.43449, 3.81344)  0.000
F (-5.20017, 1.56512, 2.89334)  -0.001
S (-3.68881, -0.21228, 1.62105)  -0.001
O (-2.89094, 0.93965, 1.07505)  0.012
O (-2.95319, -1.35431, 2.10194)  0.003
O (-4.81920, -0.43153, 0.68917)  0.009